(1)
{
  "formula": "C33H94N6O11",
  "method": "wB97M-V/def2-TZVPD",
  "energy_ev": -67201.634,
  "relative_energy_ev": 1.235,
  "total_charge": -1,
  "max_force_ha_per_bohr": 0.0620,
  "s2": 0.75,
  "spin_multiplicity": 2,
  "symbols": ["C", "C", "O", "H", "H", "H", "H", "H", "H", "C", "C", "O", "H", "H", "H", "H", "H", "H", "C", "C", "O", "H", "H", "H", "H", "H", "H", "C", "C", "O", "H", "H", "H", "H", "H", "H", "C", "C", "C", "O", "C", "N", "H", "H", "H", "H", "H", "H", "H", "H", "H", "H", "H", "C", "C", "C", "O", "C", "N", "H", "H", "H", "H", "H", "H", "H", "H", "H", "H", "H", "C", "C", "C", "O", "C", "N", "H", "H", "H", "H", "H", "H", "H", "H", "H", "H", "H", "C", "C", "C", "O", "C", "N", "H", "H", "H", "H", "H", "H", "H", "H", "H", "H", "H", "C", "C", "C", "O", "C", "N", "H", "H", "H", "H", "H", "H", "H", "H", "H", "H", "H", "C", "C", "C", "O", "C", "N", "H", "H", "H", "H", "H", "H", "H", "H", "H", "H", "H", "C", "O", "H", "H", "H", "H"],
  "xyz": [[2.01, -0.76, 5.27], [3.06, -1.48, 6.16], [2.57, -1.24, 7.51], [2.10, -0.94, 4.20], [2.00, 0.30, 5.53], [0.98, -1.11, 5.40], [4.11, -1.19, 6.05], [3.06, -2.56, 5.98], [2.98, -0.41, 7.76], [0.53, 0.49, -0.30], [1.47, -0.58, 0.31], [0.82, -1.80, -0.03], [0.73, 1.49, 0.10], [-0.52, 0.31, -0.06], [0.54, 0.53, -1.39], [1.54, -0.42, 1.39], [2.48, -0.61, -0.09], [0.96, -1.88, -0.98], [-3.63, -4.01, 0.05], [-2.31, -3.37, -0.32], [-1.73, -2.65, 0.76], [-4.18, -3.40, 0.77], [-3.45, -4.90, 0.66], [-4.25, -4.32, -0.79], [-2.40, -2.67, -1.15], [-1.60, -4.16, -0.58], [-0.94, -2.19, 0.45], [5.58, -1.65, -0.70], [5.37, -0.17, -0.32], [5.41, -0.08, 1.03], [6.46, -2.12, -0.27], [5.68, -1.90, -1.76], [4.73, -2.22, -0.31], [4.41, 0.09, -0.78], [6.19, 0.39, -0.76], [5.23, 0.85, 1.24], [0.62, 6.50, -1.17], [-0.34, 5.39, -0.80], [-1.69, 5.43, -1.56], [-2.47, 6.52, -1.08], [-3.67, 6.64, -1.87], [0.36, 4.14, -1.04], [0.77, 6.65, -2.24], [1.59, 6.37, -0.69], [0.26, 7.48, -0.87], [-0.59, 5.58, 0.25], [-2.22, 4.50, -1.37], [-1.47, 5.59, -2.62], [-4.13, 5.65, -1.94], [-3.54, 6.93, -2.92], [-4.34, 7.31, -1.35], [-0.29, 3.42, -0.76], [1.13, 4.12, -0.40], [-3.37, -5.92, 3.44], [-1.95, -6.13, 3.17], [-1.06, -5.00, 3.76], [0.27, -5.27, 3.34], [0.65, -4.61, 2.10], [-1.57, -7.43, 3.62], [-3.42, -5.82, 4.52], [-3.97, -6.76, 3.10], [-3.74, -5.00, 2.97], [-1.87, -6.11, 2.08], [-0.98, -5.10, 4.84], [-1.41, -4.00, 3.50], [-0.06, -4.79, 1.29], [1.63, -5.04, 1.87], [0.67, -3.53, 2.23], [-1.77, -7.41, 4.61], [-0.56, -7.36, 3.61], [-5.07, 0.56, -3.03], [-4.03, 0.93, -1.93], [-2.74, 1.50, -2.59], [-2.15, 0.74, -3.64], [-1.73, -0.59, -3.29], [-4.69, 1.78, -0.98], [-4.88, -0.42, -3.48], [-5.18, 1.34, -3.78], [-6.09, 0.43, -2.66], [-3.73, -0.01, -1.47], [-1.95, 1.62, -1.84], [-2.97, 2.54, -2.83], [-2.53, -1.21, -2.89], [-0.94, -0.63, -2.54], [-1.40, -1.14, -4.18], [-4.86, 2.56, -1.61], [-5.62, 1.43, -0.83], [-1.54, -0.89, 4.09], [-2.86, -0.54, 3.45], [-2.69, 0.32, 2.19], [-2.41, 1.66, 2.56], [-2.76, 2.67, 1.58], [-3.44, -1.86, 3.15], [-1.74, -1.66, 4.83], [-1.01, -0.11, 4.64], [-0.85, -1.39, 3.41], [-3.50, -0.05, 4.18], [-3.64, 0.31, 1.65], [-1.86, -0.08, 1.62], [-2.62, 3.65, 2.03], [-3.83, 2.65, 1.38], [-2.19, 2.62, 0.66], [-4.37, -1.62, 2.82], [-2.99, -2.27, 2.34], [2.76, -1.28, -3.24], [1.56, -1.86, -3.96], [1.90, -2.68, -5.19], [2.58, -1.94, -6.19], [3.28, -2.72, -7.16], [0.94, -2.77, -2.95], [3.32, -0.59, -3.87], [3.43, -2.09, -2.95], [2.53, -0.78, -2.30], [0.78, -1.12, -4.16], [1.04, -3.23, -5.55], [2.47, -3.54, -4.84], [4.32, -2.87, -6.87], [3.43, -2.17, -8.09], [2.89, -3.69, -7.46], [1.51, -3.58, -2.77], [0.17, -3.31, -3.31], [3.50, 3.45, -0.62], [3.88, 3.44, 0.86], [2.74, 2.97, 1.82], [1.51, 3.73, 1.50], [0.49, 3.64, 2.50], [5.03, 2.61, 1.09], [2.87, 4.30, -0.88], [3.02, 2.55, -1.00], [4.40, 3.58, -1.23], [4.26, 4.45, 1.03], [2.98, 3.23, 2.85], [2.60, 1.89, 1.76], [0.23, 2.64, 2.86], [-0.42, 4.17, 2.20], [0.92, 4.07, 3.40], [5.71, 2.85, 0.39], [5.44, 2.99, 1.93], [0.47, 2.39, -4.32], [1.21, 3.50, -3.71], [0.54, 2.50, -5.40], [0.87, 1.44, -3.98], [-0.54, 2.57, -3.94], [0.80, 3.78, -2.89]],
  "lowdin_spin": [0.001, 0.001, 0.000, 0.000, 0.000, 0.000, 0.000, 0.000, 0.000, 0.002, 0.002, 0.012, 0.000, 0.000, 0.000, 0.000, 0.001, 0.003, 0.038, 0.055, 0.007, 0.001, 0.002, 0.021, 0.010, 0.030, 0.001, 0.013, 0.002, 0.001, 0.001, 0.004, 0.005, 0.000, 0.000, 0.000, 0.001, 0.000, 0.001, 0.001, 0.005, 0.000, 0.000, 0.000, 0.000, 0.000, 0.000, 0.000, 0.002, 0.001, 0.000, 0.000, 0.000, 0.001, 0.003, 0.000, 0.004, 0.017, 0.000, 0.000, 0.001, 0.000, 0.002, 0.000, 0.000, 0.006, 0.008, 0.001, 0.000, 0.000, 0.029, 0.006, 0.003, 0.018, 0.052, 0.004, 0.016, 0.003, 0.005, 0.003, 0.000, 0.001, 0.019, 0.003, 0.036, 0.002, 0.004, 0.000, 0.001, 0.001, 0.000, 0.001, 0.000, 0.000, 0.000, 0.000, 0.000, 0.001, 0.000, 0.000, 0.001, 0.000, 0.001, 0.000, 0.013, 0.020, 0.104, 0.010, 0.025, 0.043, 0.003, 0.008, 0.001, 0.004, 0.061, 0.031, 0.004, 0.001, 0.007, 0.066, 0.108, 0.001, 0.001, 0.001, 0.000, 0.000, 0.000, 0.000, 0.000, 0.001, 0.001, 0.001, 0.000, 0.000, 0.000, 0.000, 0.001, 0.001, 0.002, 0.001, 0.001, 0.000, 0.000, 0.000]
}

=====

(2)
{
  "formula": "C33H96N6O12",
  "method": "wB97M-V/def2-TZVPD",
  "energy_ev": -69281.256,
  "relative_energy_ev": 1.230,
  "max_force_ha_per_bohr": 0.0713,
  "smiles": "COC[C@H](C)N.COC[C@H](C)N.COC[C@H](C)N.COC[C@H](C)N.COC[C@H](C)N.COC[C@H](C)N.CCO.CCO.CCO.CO.CO.CO",
  "symbols": ["C", "C", "C", "O", "C", "N", "H", "H", "H", "H", "H", "H", "H", "H", "H", "H", "H", "C", "C", "C", "O", "C", "N", "H", "H", "H", "H", "H", "H", "H", "H", "H", "H", "H", "C", "C", "C", "O", "C", "N", "H", "H", "H", "H", "H", "H", "H", "H", "H", "H", "H", "C", "C", "C", "O", "C", "N", "H", "H", "H", "H", "H", "H", "H", "H", "H", "H", "H", "C", "C", "C", "O", "C", "N", "H", "H", "H", "H", "H", "H", "H", "H", "H", "H", "H", "C", "C", "C", "O", "C", "N", "H", "H", "H", "H", "H", "H", "H", "H", "H", "H", "H", "C", "O", "H", "H", "H", "H", "C", "O", "H", "H", "H", "H", "C", "O", "H", "H", "H", "H", "C", "C", "O", "H", "H", "H", "H", "H", "H", "C", "C", "O", "H", "H", "H", "H", "H", "H", "C", "C", "O", "H", "H", "H", "H", "H", "H"],
  "xyz": [[-4.93, 5.74, -1.16], [-4.66, 4.54, -2.12], [-5.69, 3.41, -1.99], [-5.74, 2.80, -0.68], [-4.43, 2.26, -0.27], [-4.87, 4.89, -3.63], [-5.66, 6.37, -1.68], [-4.04, 6.39, -1.05], [-5.20, 5.36, -0.22], [-3.70, 4.05, -1.95], [-5.44, 2.72, -2.78], [-6.69, 3.73, -2.29], [-3.76, 3.10, 0.13], [-3.93, 1.62, -1.02], [-4.68, 1.71, 0.64], [-4.67, 4.04, -4.22], [-4.49, 5.71, -4.01], [-0.73, -3.06, 4.30], [-0.95, -3.06, 2.83], [-1.76, -1.84, 2.56], [-1.23, -0.56, 2.99], [-2.21, 0.31, 3.45], [0.32, -3.16, 2.14], [-0.36, -4.02, 4.67], [-1.63, -2.76, 4.86], [0.01, -2.28, 4.54], [-1.58, -3.90, 2.39], [-2.74, -2.03, 3.03], [-1.88, -1.75, 1.51], [-2.82, 0.58, 2.57], [-1.73, 1.22, 3.78], [-2.82, -0.18, 4.28], [0.14, -3.07, 1.15], [1.01, -2.48, 2.46], [2.34, -0.50, 0.71], [2.74, 0.08, 2.04], [2.47, 1.59, 2.03], [2.55, 2.19, 3.32], [1.96, 3.48, 3.41], [2.00, -0.69, 3.11], [2.93, -0.05, -0.07], [1.26, -0.32, 0.55], [2.53, -1.56, 0.66], [3.82, -0.21, 2.29], [1.45, 1.76, 1.63], [3.20, 2.15, 1.38], [1.20, 3.60, 2.65], [2.73, 4.29, 3.11], [1.68, 3.63, 4.47], [1.06, -0.39, 3.02], [2.47, -0.46, 4.03], [4.56, -5.47, 5.07], [4.89, -4.29, 4.18], [5.59, -4.82, 2.92], [6.31, -3.84, 2.22], [7.44, -3.26, 2.77], [3.74, -3.39, 3.90], [3.81, -6.06, 4.63], [4.19, -5.14, 6.02], [5.45, -6.06, 5.20], [5.65, -3.64, 4.66], [4.81, -5.20, 2.19], [6.26, -5.66, 3.10], [7.45, -3.11, 3.84], [7.61, -2.30, 2.28], [8.35, -3.84, 2.50], [2.96, -3.91, 3.53], [4.05, -2.66, 3.26], [-2.31, -1.36, -1.33], [-1.07, -0.50, -1.29], [0.15, -1.25, -1.76], [0.48, -2.33, -1.01], [1.28, -3.29, -1.64], [-1.21, 0.76, -1.98], [-2.03, -2.45, -1.22], [-2.78, -1.38, -2.35], [-3.08, -1.11, -0.62], [-0.93, -0.23, -0.29], [0.97, -0.58, -1.80], [0.00, -1.47, -2.83], [0.96, -3.41, -2.66], [1.22, -4.24, -1.12], [2.36, -3.04, -1.65], [-0.34, 1.26, -2.16], [-1.68, 0.57, -2.88], [-1.03, 5.21, -0.32], [-0.77, 3.71, -0.15], [0.73, 3.46, -0.56], [0.86, 3.59, -1.99], [2.20, 3.26, -2.40], [-1.10, 3.33, 1.14], [-0.63, 5.54, -1.27], [-0.65, 5.87, 0.52], [-2.03, 5.49, -0.31], [-1.36, 3.12, -0.84], [1.01, 2.42, -0.17], [1.37, 4.19, -0.05], [2.77, 2.84, -1.55], [2.73, 4.19, -2.55], [2.17, 2.58, -3.29], [-1.60, 2.48, 1.28], [-1.47, 4.04, 1.79], [-1.57, 3.43, -4.57], [-0.53, 4.27, -4.29], [-2.41, 3.57, -3.88], [-1.96, 3.71, -5.55], [-1.23, 2.46, -4.65], [-0.18, 4.07, -3.39], [6.35, -2.47, -0.92], [5.43, -1.96, 0.12], [7.40, -2.39, -0.51], [6.09, -3.48, -1.10], [6.21, -1.83, -1.78], [5.55, -2.54, 0.92], [1.41, -6.77, 1.82], [1.48, -5.69, 2.71], [0.84, -7.62, 2.19], [0.84, -6.42, 0.90], [2.39, -7.13, 1.52], [1.00, -4.87, 2.46], [-7.36, -1.73, -0.44], [-7.35, -0.31, -0.07], [-7.71, 0.51, -1.19], [-7.11, -2.38, 0.44], [-6.68, -1.94, -1.28], [-8.29, -2.10, -0.77], [-6.37, -0.07, 0.28], [-8.06, -0.10, 0.72], [-7.21, 1.35, -0.97], [-5.79, 0.38, -3.87], [-4.63, 0.75, -4.78], [-3.67, -0.33, -4.61], [-6.28, -0.47, -4.35], [-6.52, 1.21, -3.66], [-5.38, 0.03, -2.85], [-4.20, 1.77, -4.44], [-4.83, 0.97, -5.80], [-3.00, -0.32, -5.33], [6.47, 0.94, -3.16], [5.19, 1.60, -2.69], [4.08, 0.74, -2.91], [6.90, 0.11, -2.51], [7.29, 1.67, -3.22], [6.28, 0.46, -4.07], [5.10, 2.58, -3.19], [5.29, 1.75, -1.66], [3.51, 0.92, -2.17]],
  "lowdin_charge": [-0.036, -0.359, -0.221, -0.206, -0.068, 0.039, 0.085, 0.070, 0.052, 0.096, 0.066, 0.138, 0.088, 0.089, 0.073, 0.059, 0.040, -0.051, -0.439, -0.202, -0.211, -0.119, 0.072, 0.085, 0.084, 0.085, 0.170, 0.131, 0.092, 0.079, 0.081, 0.112, 0.067, 0.046, -0.072, -0.395, -0.206, -0.207, -0.104, 0.046, 0.067, 0.079, 0.073, 0.157, 0.093, 0.138, 0.043, 0.104, 0.093, 0.032, 0.112, -0.052, -0.418, -0.186, -0.231, -0.115, 0.069, 0.057, 0.073, 0.078, 0.124, 0.150, 0.117, 0.080, 0.089, 0.098, 0.040, 0.050, -0.042, -0.448, -0.261, -0.197, -0.077, 0.078, 0.097, 0.079, 0.063, 0.097, 0.096, 0.138, 0.080, 0.080, 0.103, 0.070, 0.070, -0.042, -0.458, -0.172, -0.241, -0.074, 0.053, 0.078, 0.105, 0.026, 0.107, 0.111, 0.129, 0.075, 0.089, 0.120, 0.059, 0.108, -0.207, -0.110, 0.058, 0.085, 0.048, 0.053, -0.098, -0.175, 0.090, 0.057, 0.048, 0.040, -0.175, -0.175, 0.064, 0.086, 0.063, 0.015, -0.101, -0.342, -0.097, 0.095, 0.082, 0.056, 0.089, 0.111, 0.074, -0.096, -0.302, -0.112, 0.076, 0.082, 0.097, 0.096, 0.098, 0.095, -0.082, -0.321, -0.081, 0.076, 0.081, 0.057, 0.115, 0.094, 0.027]
}